{
  "formula": "C27H61N8O7PS",
  "method": "ωB97M-V/def2-TZVPD",
  "smiles": "C#CP(S)CCCCN.CN(C)C=O.CN(C)C=O.CN(C)C=O.CN(C)C=O.CN(C)C=O.CN(C)C=O.CN(C)C=O",
  "e_lumo_ev": 0.48,
  "homo_energy_ev": -7.96,
  "total_energy_ha": -2769.38470,
  "orbital_gap_ev": 8.44,
  "elements": ["H", "C", "C", "H", "C", "C", "H", "N", "O", "C", "N", "N", "H", "H", "H", "S", "H", "H", "H", "C", "P", "H", "H", "H", "H", "H", "C", "H", "C", "H", "H", "H", "H", "H", "H", "H", "H", "H", "N", "C", "N", "C", "H", "H", "C", "H", "H", "C", "H", "H", "H", "H", "C", "N", "C", "H", "C", "C", "C", "H", "H", "H", "H", "H", "H", "O", "C", "C", "H", "N", "C", "H", "C", "H", "H", "H", "H", "C", "H", "O", "H", "H", "O", "H", "C", "H", "C", "N", "H", "H", "H", "H", "H", "H", "C", "H", "C", "O", "H", "H", "C", "O", "O", "H", "H"],
  "positions_angstrom": [[3.66, 1.91, -8.04], [-0.08, -3.02, 8.25], [0.43, -1.37, -4.65], [0.56, -2.39, 8.88], [-3.06, -7.51, 3.13], [-1.04, -2.52, 0.83], [-5.18, -0.10, -7.07], [2.53, -3.66, 0.82], [1.43, -3.20, 11.12], [3.20, 9.40, -4.28], [1.70, 1.27, -8.31], [-0.85, 5.82, -1.79], [0.69, -4.77, 0.43], [5.43, -4.54, 10.72], [-4.22, -8.44, 1.06], [-0.58, 0.75, -0.66], [-3.02, 0.12, -3.66], [-3.55, 0.62, -7.20], [1.07, 2.45, -9.90], [-5.45, 0.51, -4.44], [-1.24, -0.99, -1.75], [-1.94, 7.61, -1.93], [-4.97, 1.65, -6.85], [2.40, -2.86, 0.14], [3.53, 8.36, -4.38], [0.86, 0.69, -10.12], [-0.33, 4.83, -0.99], [-0.28, -3.22, 2.89], [2.06, 10.22, -2.21], [4.48, -3.27, 8.73], [-1.02, -1.28, 5.72], [-4.12, -7.48, 3.42], [2.49, 1.41, -10.25], [3.06, -2.24, 9.08], [0.20, -4.07, 8.39], [0.75, -4.50, 6.29], [2.26, 11.26, -2.47], [-2.59, -0.65, -5.21], [0.08, -2.62, 6.87], [0.90, 8.73, -3.82], [-4.34, 0.48, -5.26], [0.60, 1.30, -7.49], [-2.93, -7.90, -0.05], [0.52, -2.62, -0.95], [-3.65, -7.58, 0.70], [-5.20, 0.35, -3.38], [0.65, -0.79, 6.07], [0.18, -2.93, 1.84], [5.01, -3.77, 12.27], [-0.16, 6.72, -3.53], [2.84, -3.99, 8.86], [3.10, -3.37, 1.65], [-0.30, -1.15, -3.44], [3.69, -3.42, 10.67], [0.53, -3.49, 5.90], [2.85, 9.83, -1.57], [-4.51, 0.67, -6.68], [1.53, 1.47, -9.73], [2.58, -3.38, 11.49], [-1.68, 5.79, -3.69], [2.83, -3.54, 12.55], [3.02, 0.91, -6.70], [-2.48, -6.94, 3.85], [-0.93, 7.42, -0.46], [0.06, 8.83, -3.11], [-2.01, -5.32, 0.44], [3.51, -3.22, 9.25], [5.02, -3.64, 11.19], [1.28, -1.83, -5.34], [2.02, 9.44, -3.43], [-2.16, -5.84, 1.54], [-1.23, 1.91, -1.10], [-3.00, 0.25, -4.74], [-1.24, -3.46, -1.28], [0.84, 1.14, -6.42], [-1.96, -3.22, 1.05], [1.11, 10.16, -1.68], [-1.59, 6.91, -1.17], [2.94, 9.78, -5.27], [0.80, 8.06, -4.84], [5.65, -2.78, 10.94], [-0.58, -0.69, 7.36], [-6.60, 0.70, -4.81], [-1.66, -5.44, 2.44], [-0.24, -1.26, 6.49], [-1.13, -2.88, 8.53], [1.15, -4.14, 1.30], [-2.94, -6.95, 1.80], [0.21, 4.05, -1.56], [-0.12, 4.94, -3.56], [-4.33, -6.85, 0.25], [-2.44, 6.49, -0.63], [-2.71, -8.54, 3.11], [3.45, 0.14, -8.26], [3.04, 1.04, -7.79], [-1.39, -1.42, 1.08], [-0.65, -2.56, -0.77], [0.70, -3.22, 4.71], [-2.38, 1.11, -4.99], [0.86, -1.97, 1.99], [-0.69, 5.81, -3.23], [-0.56, 1.49, -7.86], [-0.43, 4.77, 0.23], [4.00, 10.00, -3.84], [1.38, -4.83, 2.25]],
  "lowdin_charge": [0.09, -0.07, -0.02, 0.07, -0.06, -0.26, 0.09, -0.07, 0.00, -0.05, -0.21, -0.20, 0.11, 0.09, 0.09, 0.31, 0.02, 0.08, 0.09, -0.33, 0.54, 0.08, 0.09, 0.05, 0.09, 0.09, -0.34, 0.08, -0.06, 0.09, 0.09, 0.09, 0.09, 0.09, 0.08, 0.13, 0.09, 0.08, -0.20, -0.33, -0.20, -0.33, 0.09, 0.08, -0.05, 0.13, 0.09, -0.20, 0.09, 0.04, 0.09, 0.07, -0.34, -0.21, -0.31, 0.09, -0.05, -0.05, -0.31, 0.10, 0.13, 0.08, 0.08, 0.09, 0.12, -0.01, -0.05, -0.06, 0.05, -0.20, -0.31, -0.17, -0.09, 0.10, 0.12, 0.09, 0.09, -0.06, 0.09, 0.00, 0.09, 0.09, -0.01, 0.13, -0.04, 0.09, -0.28, -0.20, 0.12, 0.09, 0.09, 0.09, 0.09, 0.09, -0.07, 0.07, -0.40, -0.02, 0.09, 0.12, -0.05, 0.00, -0.01, 0.09, 0.12]
}